(1)
{
  "formula": "C25H40BrCuNOP2",
  "method": "ωB97M-V/def2-TZVPD",
  "species": ["C", "C", "C", "C", "N", "C", "C", "C", "C", "C", "C", "C", "C", "C", "Cu", "P", "H", "H", "H", "H", "H", "H", "H", "H", "C", "C", "H", "H", "H", "H", "H", "C", "C", "H", "H", "H", "H", "H", "C", "C", "H", "H", "H", "H", "H", "Br", "P", "C", "C", "H", "H", "H", "H", "H", "C", "C", "H", "H", "H", "H", "H", "C", "C", "H", "H", "H", "H", "H", "O", "H", "H"],
  "xyz": [[2.76972, -2.91450, -6.67581], [1.68957, -2.17944, -6.11267], [0.59993, -1.87934, -6.96061], [0.64689, -2.27877, -8.30585], [1.66681, -2.95983, -8.80553], [2.70633, -3.26430, -8.03681], [1.63160, -1.71784, -4.73341], [1.74339, -1.34684, -3.56366], [1.98662, -0.73692, -2.31644], [2.43151, -1.49215, -1.22171], [2.45597, -0.90918, 0.07576], [1.98366, 0.40886, 0.12300], [1.70709, 1.24439, -0.94602], [1.73799, 0.64640, -2.22677], [0.26386, 0.67777, 1.04383], [-0.05653, -0.94594, 2.55772], [-0.28059, -1.36744, -6.59630], [3.63062, -3.24441, -6.10312], [-0.17267, -2.03346, -8.97723], [3.51201, -3.80760, -8.52721], [1.49701, 1.21462, -3.12818], [2.70965, -2.53639, -1.35738], [1.42843, 2.29007, -0.82019], [2.72554, -1.46659, 0.96312], [-0.27831, -0.47419, 4.31782], [-1.57968, -0.90767, 4.98853], [-0.18105, 0.62632, 4.34438], [0.57496, -0.87801, 4.89970], [-1.56870, -0.56717, 6.02664], [-2.46053, -0.47102, 4.51738], [-1.69432, -1.99267, 5.00681], [-1.64465, -1.44843, 1.81269], [-1.61230, -2.71976, 0.97006], [-1.89243, -0.59368, 1.14944], [-2.43009, -1.49827, 2.58630], [-2.45249, -2.70088, 0.27362], [-0.70554, -2.81700, 0.37164], [-1.72731, -3.61130, 1.58591], [0.96751, -2.47146, 2.72804], [0.42215, -3.52883, 3.68894], [1.97194, -2.11191, 3.05113], [1.06514, -2.91053, 1.72306], [1.04096, -4.43533, 3.62295], [0.46047, -3.19546, 4.73477], [-0.60769, -3.82758, 3.44779], [2.21838, 1.92853, 2.35168], [-1.95597, 3.53620, 0.56772], [-2.53552, 1.98751, 1.41038], [-3.82480, 2.25418, 2.21119], [-1.71328, 1.64006, 2.07745], [-2.72235, 1.24739, 0.60684], [-4.27793, 1.28791, 2.47992], [-3.62041, 2.80509, 3.14535], [-4.55164, 2.83817, 1.61855], [-0.44190, 4.06272, 1.49751], [-0.28346, 5.59274, 1.45502], [0.45172, 3.53204, 1.12038], [-0.62695, 3.72842, 2.53231], [0.50433, 5.85684, 2.17451], [0.01466, 5.97010, 0.46251], [-1.22798, 6.08198, 1.75204], [-1.31944, 2.95316, -1.06154], [-2.38509, 3.08659, -2.16379], [-1.01133, 1.90125, -0.91581], [-0.43266, 3.57600, -1.28696], [-1.88214, 2.92174, -3.12413], [-3.17750, 2.33070, -2.06210], [-2.84615, 4.08635, -2.16500], [3.49390, -0.97031, 3.15721], [4.18775, -1.10591, 3.78629], [3.28330, 0.00423, 3.17632]],
  "forces_ev_per_a": [[-0.5, 0.2, -0.1], [-0.5, -0.2, -0.6], [0.5, -0.3, -0.3], [0.2, 0.1, 1.0], [0.1, 0.1, -0.6], [-0.4, 0.4, 0.9], [1.0, 0.2, 1.7], [0.1, -1.0, -3.2], [-0.2, 0.6, -0.2], [-0.1, 0.8, 1.5], [-0.3, 0.3, -0.9], [0.7, 0.0, 0.2], [-0.1, 0.2, -0.4], [-0.4, -0.3, 1.0], [1.2, 0.1, 0.5], [0.1, -1.2, 0.7], [0.1, 0.1, 0.1], [-0.2, 0.3, 0.1], [0.1, -0.1, 0.1], [-0.1, 0.1, 0.3], [0.1, -0.2, 0.4], [-0.1, 0.3, 0.1], [0.5, -0.2, 0.0], [0.2, 0.1, 0.0], [0.1, 0.6, 0.3], [0.0, 0.0, 0.2], [0.0, -0.4, 0.2], [-0.3, 0.2, -0.5], [0.0, 0.0, -0.1], [0.0, 0.0, 0.0], [0.0, 0.1, -0.1], [-0.9, 0.2, 0.1], [-0.3, -0.1, -0.2], [-0.2, -0.6, 0.4], [0.2, -0.1, -0.4], [0.0, -0.1, 0.0], [0.0, 0.0, 0.0], [0.1, 0.1, -0.1], [0.4, 0.1, -0.4], [-0.1, -0.2, 0.2], [-0.8, -0.4, -0.3], [0.1, 0.1, 0.2], [-0.1, 0.3, 0.0], [-0.1, -0.1, -0.3], [0.3, 0.1, 0.1], [-0.3, -0.8, -1.8], [2.4, -2.1, 0.3], [-0.7, 0.6, -0.4], [-0.2, -0.2, 0.4], [-0.3, 0.2, -0.3], [0.1, 0.4, 0.4], [0.0, 0.4, 0.0], [-0.1, -0.2, -0.4], [0.3, -0.4, 0.3], [-1.0, 0.8, 0.3], [0.2, 0.2, 0.2], [-0.5, 0.1, -0.1], [0.2, 0.1, -0.3], [-0.3, 0.1, -0.3], [-0.1, -0.2, 0.4], [0.5, -0.1, -0.1], [-0.6, 1.0, -0.1], [0.2, -0.2, -0.3], [-0.1, 0.3, 0.0], [-0.4, -0.3, 0.1], [-0.3, 0.1, 0.1], [0.2, 0.3, 0.0], [0.2, -0.4, -0.1], [-0.7, 1.6, -0.5], [0.8, -0.1, 0.6], [0.5, -1.4, 0.1]],
  "lowdin_charge": [0.007, -0.212, -0.014, -0.122, 0.068, -0.117, 0.096, 0.036, -0.223, 0.044, -0.025, -0.235, -0.110, 0.024, 0.101, 0.922, 0.108, 0.114, 0.114, 0.116, 0.142, 0.144, 0.099, 0.093, -0.379, -0.135, 0.062, 0.099, 0.088, 0.060, 0.074, -0.395, -0.122, 0.026, 0.086, 0.084, 0.067, 0.077, -0.380, -0.115, 0.052, 0.073, 0.092, 0.076, 0.067, 0.489, 1.234, -0.381, -0.122, 0.064, 0.085, 0.088, 0.091, 0.084, -0.402, -0.127, 0.007, 0.089, 0.092, 0.087, 0.084, -0.379, -0.123, 0.070, 0.097, 0.088, 0.086, 0.086, -0.104, 0.052, -0.062],
  "multiplicity": 2,
  "charge": 2,
  "total_energy_ev": -163351.263
}



(2)
{
  "formula": "C30H57FInN4O4S2",
  "method": "ωB97M-V/def2-TZVPD",
  "species": ["C", "C", "O", "C", "O", "In", "C", "C", "C", "S", "C", "S", "N", "C", "C", "N", "C", "C", "C", "F", "H", "H", "H", "H", "H", "H", "H", "H", "H", "H", "H", "H", "H", "H", "H", "H", "H", "H", "H", "H", "H", "C", "C", "C", "C", "C", "C", "N", "O", "C", "C", "C", "H", "H", "H", "H", "H", "H", "H", "H", "H", "H", "H", "H", "H", "H", "H", "H", "H", "H", "C", "C", "C", "C", "C", "C", "N", "O", "C", "C", "C", "H", "H", "H", "H", "H", "H", "H", "H", "H", "H", "H", "H", "H", "H", "H", "H", "H", "H"],
  "xyz": [[3.67164, 2.34084, 0.42823], [2.83338, 2.09361, 1.73607], [2.87066, 3.35285, 2.48247], [1.31304, 1.78234, 1.48009], [1.07660, 0.78867, 0.47949], [-0.99311, 0.34861, 0.63177], [-2.07402, 0.60222, -1.36585], [-2.66858, 2.08074, -1.40785], [-4.26010, 2.13906, -1.54891], [-4.82735, 3.59333, -0.49144], [-6.14669, 2.89804, 0.56028], [-7.71867, 3.21535, 0.11630], [-5.95089, 2.08638, 1.71965], [-6.69114, 2.00472, 2.91725], [-6.08533, 0.98627, 3.74241], [-4.94282, 0.47378, 3.06517], [-4.91180, 1.14956, 1.88792], [-1.41862, -1.63697, 1.59988], [-1.18693, -2.89702, 0.68095], [-2.81926, -1.63847, 1.96563], [3.23094, 3.13918, -0.23924], [3.86738, 1.39764, -0.16251], [4.69884, 2.73031, 0.70903], [3.29335, 1.29066, 2.38180], [2.37889, 3.95893, 1.89359], [0.70057, 2.69755, 1.21174], [0.87822, 1.38740, 2.45706], [-1.71520, 1.62717, 1.70147], [-2.95018, -0.10661, -1.41414], [-1.37635, 0.44835, -2.24040], [-2.14468, 2.72755, -2.16103], [-2.45032, 2.54622, -0.39871], [-4.58836, 2.40164, -2.59526], [-4.76844, 1.18526, -1.26010], [-7.57942, 2.62369, 3.16194], [-6.43875, 0.64826, 4.73980], [-4.10088, 0.95301, 1.14252], [-0.81244, -1.76815, 2.54678], [-1.54476, -2.74233, -0.37693], [-0.09876, -3.16690, 0.74941], [-1.77779, -3.76873, 1.09748], [-4.87793, -8.78920, -0.18863], [-3.42459, -8.28942, -0.39711], [-2.44196, -9.46992, -0.28880], [-2.21955, -9.95154, 1.14287], [-1.84179, -8.79166, 2.05627], [-2.83583, -7.62077, 1.98443], [-3.12553, -7.20234, 0.58167], [-2.07006, -6.52907, 0.13468], [-4.14533, -8.01299, 2.70424], [-2.28880, -6.45569, 2.83470], [-3.40544, -7.78642, -1.85477], [-4.93681, -9.66421, 0.46076], [-5.51374, -8.00520, 0.22607], [-5.34001, -9.08998, -1.13142], [-1.46993, -9.18135, -0.70480], [-2.79602, -10.30719, -0.89862], [-3.11305, -10.46149, 1.51828], [-1.42165, -10.70019, 1.15336], [-1.76717, -9.15463, 3.08607], [-0.83796, -8.44596, 1.78424], [-4.90357, -7.23411, 2.59040], [-3.97317, -8.13883, 3.77588], [-4.56944, -8.95533, 2.36367], [-1.29289, -6.13936, 2.52057], [-2.20219, -6.75302, 3.88253], [-2.95378, -5.58982, 2.79028], [-4.08733, -6.94328, -1.98970], [-3.71839, -8.58116, -2.53634], [-2.41005, -7.48017, -2.18058], [4.99491, 8.70283, -1.87403], [5.40796, 7.47521, -1.02079], [6.94270, 7.36332, -0.96900], [7.56273, 6.84693, -2.26514], [6.89742, 5.54983, -2.70920], [5.36641, 5.65935, -2.80014], [4.76129, 6.24608, -1.56899], [4.78810, 5.31339, -0.62195], [4.98379, 6.50394, -4.03597], [4.79000, 4.26491, -3.12012], [4.90750, 7.81719, 0.39731], [5.71976, 8.94065, -2.65436], [4.01898, 8.55502, -2.33960], [4.90920, 9.60591, -1.26598], [7.23702, 6.68663, -0.15874], [7.37957, 8.33670, -0.72457], [7.49124, 7.60500, -3.05228], [8.63236, 6.67539, -2.11183], [7.30781, 5.24864, -3.67811], [7.17346, 4.75712, -2.00453], [3.90496, 6.67521, -4.07505], [5.25985, 5.98563, -4.95746], [5.48481, 7.46854, -4.08185], [5.08258, 3.51207, -2.38625], [5.15494, 3.91146, -4.08742], [3.69869, 4.29187, -3.16785], [3.81870, 7.90764, 0.41992], [5.32836, 8.76881, 0.73080], [5.20704, 7.07502, 1.13910]],
  "forces_ev_per_a": [[0.8, -0.4, 0.0], [-0.3, 0.8, -0.9], [-0.2, -0.5, -0.5], [-0.4, -1.4, 0.0], [0.0, 0.6, 0.7], [-0.6, -0.1, -0.1], [-0.3, 0.6, -0.5], [0.0, -0.4, 1.1], [0.8, 0.4, -0.5], [-0.4, -1.2, 0.7], [-1.9, -0.3, -0.3], [1.2, 0.0, 0.6], [1.6, -0.6, 0.7], [0.1, -1.7, 1.8], [-0.2, 2.2, -2.9], [-1.8, 2.1, -1.7], [0.8, -1.2, 1.6], [0.6, -0.9, -0.5], [-0.5, 0.1, 0.9], [0.8, 0.0, -0.1], [0.2, -1.0, 0.7], [-0.6, 1.0, 0.5], [-1.1, -0.4, -0.1], [-0.4, 0.9, -0.7], [0.4, -0.3, 0.6], [1.0, -0.3, 0.4], [0.6, 0.8, -0.7], [0.2, -0.2, -0.3], [1.0, 0.4, -0.1], [-0.9, -0.1, 0.8], [-0.7, -0.6, 0.5], [-0.3, -0.3, -1.2], [0.3, -0.4, 1.1], [0.5, 0.9, 0.0], [0.9, -0.5, -0.7], [0.5, 0.3, -1.0], [-1.0, 0.5, 0.7], [-0.9, 0.0, -0.8], [0.6, -0.1, 1.0], [-0.9, 0.3, -0.4], [0.6, 0.8, -0.4], [-0.2, -0.2, 0.2], [-1.6, -0.9, -1.0], [0.4, 0.0, 0.3], [-0.1, -0.1, 0.0], [0.2, -0.2, -0.4], [-0.9, -0.1, 2.0], [3.4, 0.0, -0.9], [-1.4, -0.1, 0.4], [-0.2, -0.3, -0.1], [0.3, 0.3, -0.6], [0.5, 0.5, 0.1], [0.0, 0.1, 0.1], [0.1, 0.0, 0.0], [0.2, 0.0, 0.0], [-0.1, 0.2, 0.0], [-0.2, 0.2, -0.1], [0.0, 0.1, 0.0], [-0.1, 0.0, 0.0], [-0.1, 0.2, 0.0], [-0.1, 0.2, -0.1], [0.1, 0.0, -0.1], [0.2, 0.1, -0.1], [0.0, 0.0, -0.1], [-0.2, 0.0, -0.2], [-0.2, -0.2, -0.1], [0.1, 0.0, -0.1], [0.1, 0.0, 0.1], [-0.1, -0.1, 0.3], [-0.1, 0.1, 0.2], [0.1, 0.1, -0.3], [-0.3, 2.1, 0.1], [0.2, -0.4, -0.2], [0.0, 0.1, 0.0], [0.2, 0.1, 0.4], [-0.3, -0.1, -2.1], [1.9, -2.1, 2.1], [-0.7, 1.0, -0.9], [0.1, 0.3, -0.1], [-0.1, -0.1, 0.7], [-0.1, -0.7, 0.2], [-0.1, -0.1, -0.1], [0.1, -0.1, 0.0], [0.1, -0.2, 0.1], [-0.2, 0.0, 0.0], [-0.3, 0.0, 0.0], [-0.1, 0.0, 0.0], [-0.1, 0.0, 0.0], [-0.3, 0.0, 0.0], [-0.2, 0.0, 0.0], [0.1, 0.0, 0.1], [0.0, -0.1, 0.2], [-0.1, 0.0, 0.1], [-0.1, 0.2, 0.1], [0.1, 0.3, 0.0], [0.1, 0.0, 0.1], [0.1, -0.1, 0.0], [0.0, 0.0, -0.3], [-0.1, -0.1, -0.2]],
  "lowdin_charge": [-0.077, -0.378, -0.102, -0.375, -0.400, 0.756, -0.284, -0.388, -0.433, 0.803, -1.012, 0.618, -0.157, -0.102, -0.119, 0.060, -0.136, -0.413, -0.144, -0.191, 0.074, 0.079, 0.074, 0.146, 0.078, 0.098, 0.096, -0.021, 0.023, 0.025, 0.097, 0.015, 0.070, 0.077, 0.096, 0.091, 0.102, 0.069, 0.063, 0.072, 0.049, -0.041, -0.482, -0.139, -0.186, -0.138, -0.488, -0.059, -0.011, -0.044, -0.042, -0.049, 0.065, 0.087, 0.077, 0.123, 0.123, 0.100, 0.111, 0.123, 0.125, 0.093, 0.084, 0.055, 0.079, 0.084, 0.093, 0.093, 0.082, 0.077, -0.041, -0.481, -0.138, -0.185, -0.137, -0.487, -0.057, -0.017, -0.045, -0.039, -0.047, 0.065, 0.087, 0.078, 0.124, 0.123, 0.100, 0.111, 0.123, 0.126, 0.092, 0.084, 0.056, 0.077, 0.084, 0.094, 0.093, 0.082, 0.080],
  "multiplicity": 3,
  "charge": -1,
  "total_energy_ev": -75739.849
}



(3)
{
  "formula": "C4H10NO2S",
  "method": "ωB97M-V/def2-TZVPD",
  "species": ["C", "C", "C", "C", "N", "O", "O", "S", "H", "H", "H", "H", "H", "H", "H", "H", "H", "H"],
  "xyz": [[1.59391, 0.05000, 0.86879], [-2.40117, -0.28806, 1.00481], [2.23643, 0.01948, -0.45118], [1.99849, -0.97967, -1.31821], [-2.17827, -0.28473, -0.42106], [-1.29418, 1.64094, -2.17600], [-1.20447, 1.96580, 0.33374], [-0.90558, 1.13211, -0.84884], [2.18297, 0.75297, 1.61895], [0.62177, 0.47682, 0.74314], [1.51024, -0.95160, 1.34153], [-2.99071, 0.53171, 1.19261], [-1.37720, -0.15354, 1.62239], [-2.85148, -1.23674, 1.21208], [-1.59025, -1.02061, -0.65755], [2.73432, 0.94529, -0.76822], [1.44230, -1.79546, -0.95481], [2.47290, -0.80474, -2.34217]],
  "forces_ev_per_a": [[1.8, 0.8, 2.7], [3.7, -1.1, -0.1], [-0.3, -0.5, -1.1], [2.5, 2.8, -0.9], [-0.1, 2.6, -0.7], [-0.5, 0.2, 0.4], [-0.1, 1.0, -0.2], [-0.6, -1.2, 0.0], [-1.2, -1.4, -1.4], [-0.6, 0.3, 0.3], [0.0, 0.5, -0.3], [-1.5, 1.7, 1.0], [-2.2, -0.4, -0.9], [-0.5, -0.5, 0.8], [1.1, -2.0, -0.6], [0.0, -0.5, 0.0], [-0.6, -1.2, -0.3], [-1.1, -1.0, 1.3]],
  "nbo_charge": [-0.672, -0.413, -0.154, -0.440, -0.851, -1.019, -1.055, 1.563, 0.189, 0.257, 0.198, 0.198, 0.139, 0.166, 0.313, 0.189, 0.191, 0.199],
  "charge": -1,
  "total_energy_ev": -20729.426
}